Entry 1:
# C17H30F6O13Pt

C17H30F6O13Pt as an isolated structure at a distorted geometry (wB97M-V/def2-TZVPD, OMol25).

Calculated values
Electronic energy (a.u.): -2362.1666
Largest force on an atom (hartree/bohr): 0.142
E_HOMO (alpha / beta) (eV): -7.36 / -7.70
Spin multiplicity: 3
LUMO (alpha / beta) (Eh): 0.013 / 0.013
Molar mass (g/mol): 751.5

```
67
Properties=species:S:1:pos:R:3:forces:R:3:lowdin_spin:R:1
Pt 0.217729 0.314747 -0.311846 0.84 0.03 0.48 1.589
F 1.877679 -4.117633 1.367784 0.84 -0.05 -1.38 0.001
F 1.893719 4.807137 1.056844 -0.40 -0.03 -0.99 0.001
F 3.760799 4.070057 0.296064 0.66 -0.02 -0.30 0.001
F 0.732939 -3.426563 2.949614 -0.54 1.56 0.79 0.000
F 2.777279 3.174137 1.975114 0.59 -1.46 1.56 0.000
F 0.034639 -5.035743 1.862364 -1.19 -0.55 -1.18 0.001
O 2.333979 1.268467 -0.262526 0.54 1.74 0.20 0.056
O -3.668411 -0.449063 -2.025126 0.01 0.27 0.28 0.002
O 0.257199 0.159417 -2.533546 -0.23 -0.13 -6.31 0.050
O 0.487519 2.519317 -0.472646 2.33 0.66 1.37 0.063
O -1.984871 0.169457 -0.590856 -2.49 -0.09 -0.97 0.043
O 0.861309 0.901567 4.049514 -2.66 2.52 -1.91 0.003
O -0.096481 1.168867 -4.603636 0.69 -1.55 3.66 0.000
O -1.113531 -2.071143 1.305004 -2.47 -1.22 1.14 0.000
O 0.676189 -1.072963 -4.484476 -1.50 3.85 -0.29 0.000
O -0.056741 0.660137 1.829894 0.21 2.27 6.95 0.050
O -3.692881 1.537847 -1.241606 0.27 0.32 1.07 0.002
O 0.678429 -1.821443 0.015064 -0.01 -2.54 1.26 0.057
O -0.812181 2.237447 3.354954 1.34 -0.63 -0.48 0.001
C -3.025641 0.385137 -1.215446 1.11 0.68 0.25 0.011
C 1.539079 -0.272653 3.993974 1.41 -3.18 -0.20 0.000
C -0.089831 -2.832713 0.677194 -0.43 2.99 -1.72 0.008
C -3.141801 -1.758303 -2.206676 0.17 -0.26 0.53 0.000
C -2.988161 2.689197 -0.686016 1.24 0.63 -0.77 0.000
C -0.242361 0.992317 -5.983856 0.37 -1.25 -0.38 0.000
C 3.898099 -0.475243 -0.247476 0.89 -1.05 0.13 0.002
C 3.704409 0.949817 0.023624 -1.00 0.73 1.14 0.008
C 0.944529 -2.258363 -3.795956 0.81 -1.02 1.38 0.000
C 0.620119 -3.847453 1.683254 0.86 0.72 0.85 0.003
C -0.402591 3.199947 4.379484 -0.48 0.34 0.04 0.001
C -3.376091 -1.786743 2.300674 1.44 0.20 -0.40 0.000
C 1.892289 2.684707 -0.301646 -2.58 -0.83 -1.38 0.017
C 0.001669 1.210447 2.994144 0.41 -0.72 -2.36 0.016
C -2.436341 -2.728653 1.532134 0.32 -0.03 0.77 0.000
C 2.589519 3.678117 0.784974 -2.03 -0.29 -0.57 0.001
C 0.248429 0.094007 -3.807816 0.81 -0.67 3.01 0.008
H 4.961459 -0.664013 -0.100016 0.40 0.03 -0.91 0.000
H 0.198889 -3.023993 -4.010286 -0.19 0.25 0.00 0.000
H 2.055989 -0.477643 4.931464 -0.11 0.59 0.19 0.000
H -1.144941 0.391697 -6.096556 0.05 0.06 -0.72 0.000
H 3.534399 -1.206653 0.474234 -1.14 0.33 -0.25 0.000
H 3.816139 1.160487 1.087224 0.71 0.36 -0.05 0.000
H -2.568071 -2.048213 -1.326396 0.10 -0.02 -0.09 0.000
H -4.007911 -2.412613 -2.305746 0.18 0.02 -0.21 0.000
H -0.312441 2.784527 5.383174 -0.03 -0.35 -0.29 0.000
H 1.064299 -2.114293 -2.722176 -0.47 0.17 0.15 0.000
H -3.552481 3.615467 -0.794026 -0.65 -0.60 -0.26 0.000
H 0.655649 0.434247 -6.248906 -0.31 0.10 -1.03 0.000
H -2.323951 -3.621723 2.146854 0.42 -0.12 0.05 0.000
H -1.190411 3.953227 4.382634 -0.25 -0.36 -0.03 0.000
H -3.687991 -0.983193 1.633494 0.03 0.22 0.26 0.000
H -4.258551 -2.259123 2.732204 0.19 -0.27 -0.16 0.000
H -2.096951 2.813787 -1.301096 0.14 0.04 0.04 0.000
H -3.001381 -3.071283 0.665284 0.72 0.12 -0.83 0.000
H -2.605501 2.689087 0.334604 -0.47 -1.02 0.15 0.000
H 2.249569 3.163397 -1.213406 0.50 -0.20 -0.35 0.001
H -0.617571 -3.417423 -0.076276 0.25 -0.85 -0.19 0.000
H 3.526269 -0.573413 -1.267376 0.30 -1.01 0.01 0.000
H 2.302039 -0.336293 3.218124 -0.14 0.28 -0.29 0.000
H -2.719811 -1.422543 3.091084 -0.47 0.51 0.24 0.000
H 1.913079 -2.651173 -4.105316 -0.02 0.20 -0.44 0.000
H -0.315531 1.964137 -6.472016 0.04 -0.15 0.26 0.000
H 0.869229 -1.123753 3.871354 -0.12 0.04 -0.30 0.000
H 4.368669 1.507927 -0.636196 -0.02 0.42 0.25 0.002
H -2.498001 -1.775893 -3.086056 -0.11 -0.06 -0.02 0.000
H 0.486169 3.787597 4.149564 0.31 -0.66 -0.46 0.000
```
Positions in Å, forces in eV/Å.

=====

Entry 2:
# C17H30IN2O5

A 2-piece molecular cluster, C17H30IN2O5 overall (wB97M-V/def2-TZVPD, OMol25).

Calculated values
Electronic energy (a.u.): -1449.1323
Largest force on an atom (hartree/bohr): 0.014
Net charge: -1
E_HOMO (eV): -1.70
Spin multiplicity: 1
LUMO (Eh): 0.069
Molar mass (g/mol): 469.3

```
55
Properties=species:S:1:pos:R:3:forces:R:3:nbo_charge:R:1
I 3.409219 0.851912 -5.342426 0.10 0.16 -0.14 0.109
O 2.868179 3.682521 -4.601820 -0.19 -0.26 -0.31 -0.534
O -1.721097 -0.721338 0.498594 0.21 0.19 -0.32 -0.874
O 1.329776 5.327049 -4.742337 0.11 0.24 0.12 -0.558
O 1.472806 1.790985 -0.588220 0.27 0.29 0.10 -0.527
O 1.114298 3.635342 -3.242562 -0.48 -0.11 -0.51 -0.522
N -1.964291 -1.333887 1.736061 -0.50 0.15 -0.14 -0.229
N 0.953606 1.251487 -2.756551 -0.46 0.24 0.08 -0.541
C 1.720875 4.325985 -4.244553 0.26 0.01 0.36 0.973
C 1.372290 2.256821 -3.657391 0.44 -0.15 -0.21 0.200
C -1.656811 -2.752331 1.690419 0.17 -0.11 0.09 0.114
C 3.772108 2.486476 -2.724447 0.26 -0.23 0.14 -0.489
C -0.052748 0.321805 -3.287029 -0.08 -0.04 -0.03 -0.409
C -0.621611 -1.317730 3.863796 0.11 -0.08 0.02 -0.409
C -2.802106 -0.106585 3.666649 -0.02 0.04 0.03 -0.609
C -0.794509 2.198020 -1.194875 -0.04 -0.04 0.24 -0.766
C -1.536032 -0.539804 2.903466 0.10 -0.02 0.14 0.106
C -1.108842 -2.729702 4.205643 0.03 -0.01 -0.04 -0.406
C 4.435371 1.204401 -2.235152 -0.08 -0.03 -0.14 -0.610
C -2.631607 -3.391761 0.697829 0.01 -0.15 -0.07 -0.597
C -1.927096 -3.361774 3.068984 -0.04 -0.01 0.13 -0.395
C 2.876592 2.389141 -3.953465 -0.09 0.44 0.40 0.199
C -0.782617 0.719324 2.481833 0.06 0.08 0.05 -0.595
C -0.226482 -3.088527 1.217249 0.07 -0.04 -0.03 -0.645
C 0.618880 1.758303 -1.423484 0.04 -0.33 0.06 0.749
H 4.530620 3.240562 -2.941257 0.00 -0.02 -0.08 0.220
H 0.537337 -2.682203 1.880641 0.00 -0.01 0.00 0.191
H -1.398971 1.340478 1.836167 -0.01 -0.03 -0.03 0.221
H 0.370436 -1.382644 3.411919 -0.02 0.04 -0.04 0.197
H -3.654262 -3.113014 0.958442 0.01 0.02 0.01 0.204
H -3.444959 0.463760 2.994036 -0.01 -0.05 -0.03 0.213
H -2.543431 -4.485098 0.719207 0.02 0.01 0.01 0.170
H 5.240836 0.897232 -2.903208 0.00 -0.01 0.00 0.201
H 4.857740 1.371297 -1.245154 -0.04 -0.03 0.03 0.221
H -3.363947 -0.977368 4.011266 0.01 -0.01 -0.02 0.194
H -2.561982 0.517695 4.537014 0.03 0.01 -0.02 0.172
H -1.397672 1.344855 -0.848263 0.06 -0.06 0.03 0.320
H 0.126347 0.470555 1.934938 -0.04 -0.01 -0.06 0.220
H -0.512759 1.292877 3.377581 0.00 -0.04 0.01 0.171
H -0.488590 -0.734211 4.781837 -0.03 0.01 0.00 0.191
H -0.080696 -4.173368 1.162745 -0.03 0.00 -0.01 0.178
H -2.996473 -3.248848 3.272734 0.01 0.09 -0.02 0.198
H -1.704415 -2.717872 5.122917 -0.03 0.02 -0.02 0.190
H -1.735775 -4.439391 3.034102 0.00 0.00 -0.07 0.189
H -0.237588 -3.354397 4.424482 0.00 0.00 0.02 0.190
H -1.078176 0.669753 -3.143142 0.00 0.03 -0.04 0.198
H 0.875447 2.162205 -4.630412 -0.11 -0.34 0.11 0.182
H -2.425534 -3.036679 -0.310415 -0.01 0.08 0.03 0.229
H 0.121152 0.170804 -4.351524 0.08 -0.01 0.03 0.197
H -1.221232 2.649851 -2.089856 -0.05 -0.09 -0.01 0.212
H 3.711391 0.392525 -2.174212 0.00 0.02 0.12 0.231
H 3.157216 2.875381 -1.910197 -0.06 0.07 -0.10 0.253
H 0.048384 -0.638155 -2.784445 -0.02 0.02 0.06 0.232
H -0.072803 -2.662225 0.225971 -0.03 0.09 0.03 0.232
H -0.775790 2.929510 -0.390123 -0.02 -0.03 0.03 0.245
```
Positions in Å, forces in eV/Å.

=====

Entry 3:
# C17H30INO7P

A 2-piece molecular cluster, C17H30INO7P overall at a distorted geometry (wB97M-V/def2-TZVPD, OMol25).

Calculated values
Electronic energy (a.u.): -1885.9079
Largest force on an atom (hartree/bohr): 0.141
Net charge: +1
E_HOMO (eV): -11.47
Spin multiplicity: 1
LUMO (Eh): -0.171
Molar mass (g/mol): 518.3

```
57
Properties=species:S:1:pos:R:3:forces:R:3:nbo_charge:R:1
I -3.302617 2.297270 0.354693 -0.32 0.18 -0.35 0.103
P 0.953182 -3.113226 4.097699 -3.60 -5.78 -2.48 2.426
O 1.477510 0.287008 -1.089349 -0.45 0.34 -1.12 -0.458
O 0.198052 -2.848430 5.360495 2.36 2.66 0.09 -0.993
O 1.680360 3.255380 -1.039989 -0.97 0.38 0.28 -0.455
O -0.263329 -3.041783 2.985508 0.44 0.48 0.20 -0.820
O 2.745527 2.859099 -1.858104 1.14 -0.71 -0.58 -0.254
O 2.138560 -3.127188 2.951656 -0.06 1.58 1.72 -0.751
O 1.160719 -4.730898 4.216019 0.79 0.56 0.23 -0.804
N -0.751923 4.943515 -3.923843 -0.22 -0.53 0.04 -0.422
C 0.539133 4.735601 -3.668258 1.12 0.64 0.15 0.085
C 2.550042 -1.185109 1.509152 0.27 -0.05 -0.04 -0.646
C -1.581977 3.892914 -3.978500 -0.82 -0.14 -0.18 0.074
C -1.254071 -2.028086 3.016114 -0.33 0.24 -0.03 -0.064
C -0.494175 -5.900711 5.558653 -0.14 -0.11 -0.17 -0.633
C -2.697175 1.243703 -2.376374 0.07 0.65 -0.02 -0.431
C 0.812823 0.954657 -3.350590 0.85 0.32 -0.04 -0.576
C 0.224193 2.343341 -3.539627 -0.64 0.46 -0.02 0.157
C 1.066324 3.484567 -3.477930 0.21 -1.02 -0.18 -0.046
C 2.018934 -2.601906 1.630187 0.38 0.67 -0.59 -0.063
C 2.574626 3.384778 -3.173973 -1.58 1.26 0.47 -0.103
C 0.938336 -5.415821 5.450324 -0.25 -0.16 0.26 -0.061
C 0.632613 0.313142 -1.942334 -0.12 -0.34 0.54 0.449
C -2.217340 1.504545 -3.842088 -0.13 -0.41 0.53 -0.441
C -1.161199 2.596883 -3.789742 0.52 -0.76 -0.35 -0.022
C -3.596335 2.362735 -1.793819 0.28 -0.42 0.24 -0.508
C -0.694954 -0.705023 2.528948 -0.05 0.08 -0.06 -0.631
H -3.301884 3.375110 -2.088311 0.04 -0.31 0.09 0.200
H 2.964994 4.417070 -3.189509 0.14 -0.37 -0.25 0.189
H -0.701560 -6.263257 6.566527 0.02 -0.01 -0.02 0.214
H 1.613920 -6.272993 5.466111 0.06 0.07 -0.19 0.181
H -1.691138 -1.905238 4.009105 0.21 -0.15 0.11 0.196
H -1.134160 5.870689 -4.078156 0.25 -0.03 0.07 0.453
H 3.070632 2.770422 -3.932984 0.19 -0.07 0.58 0.229
H 0.123041 -0.380645 3.176395 -0.08 0.07 0.03 0.203
H -1.786768 1.239237 -1.759059 -0.34 -0.15 -0.18 0.207
H 2.308750 -0.777817 0.520540 0.13 -0.15 0.43 0.236
H 3.633758 -1.174355 1.640336 -0.02 0.00 -0.01 0.213
H -1.820927 0.553758 -4.232515 0.12 0.44 0.08 0.241
H -1.210798 -5.115401 5.317325 0.12 0.13 0.14 0.217
H 0.483628 0.237472 -4.119421 -0.31 0.32 0.32 0.262
H 1.899425 1.061453 -3.492847 -0.37 -0.21 0.18 0.257
H 2.026912 3.906570 -0.407032 0.47 -0.18 -0.25 0.482
H 1.005660 -2.674933 1.248199 -0.13 -0.05 0.35 0.194
H -1.461952 0.071433 2.532320 -0.03 -0.02 0.08 0.212
H 2.622307 -3.254360 0.994327 0.09 -0.15 0.30 0.193
H -2.060488 -2.362714 2.359644 0.10 -0.09 -0.04 0.180
H 1.211359 -4.785364 6.295518 -0.11 0.09 -0.06 0.189
H -2.636025 4.083274 -4.183097 0.39 0.19 -0.03 0.243
H -3.171600 0.260662 -2.248207 0.06 0.33 -0.20 0.244
H 1.220989 5.583338 -3.592328 -0.54 0.03 -0.14 0.242
H -3.052673 1.763251 -4.511769 0.28 0.13 0.28 0.236
H -0.307489 -0.785561 1.511698 0.01 -0.02 0.01 0.199
H -0.673519 -6.715765 4.854820 0.04 -0.02 0.04 0.206
H -4.664421 2.243599 -2.001322 0.30 -0.11 0.10 0.238
H -0.337778 -0.200256 -1.744579 0.25 0.23 -0.30 0.131
H 2.131940 -0.529638 2.273367 -0.11 -0.01 -0.07 0.203
```
Positions in Å, forces in eV/Å.